Entry 1:
{"formula": "C2H4O2", "method": "ωB97M-V with the def2-TZVPD basis set", "species": ["O", "C", "C", "O", "H", "H", "H", "H"], "positions_angstrom": [[-1.352, 0.266, -0.192], [-0.348, -0.646, -0.032], [1.258, 0.609, -0.010], [0.745, 1.640, 0.277], [-1.005, 1.126, 0.132], [-0.271, -1.090, 0.975], [-0.390, -1.422, -0.804], [1.314, -0.421, -0.366]], "forces_ev_per_angstrom": [[0.06, 0.08, 0.08], [0.00, -0.38, -0.07], [-0.33, 0.96, 0.25], [0.47, -0.73, -0.22], [-0.12, -0.03, -0.01], [0.00, 0.13, -0.10], [0.02, 0.11, 0.06], [-0.10, -0.13, 0.02]], "homo_energy_ev": -8.19, "e_tot_ha": -228.92229, "de_lowest_kj_mol": 483.8, "lumo_ev": 0.515, "spin_multiplicity": 1}



Entry 2:
{"formula": "C2H4O2", "method": "ωB97M-V with the def2-TZVPD basis set", "species": ["C", "C", "O", "O", "H", "H", "H", "H"], "positions_angstrom": [[0.010, -1.134, -0.118], [0.781, -0.058, -0.169], [0.348, 1.205, 0.121], [-1.079, 1.122, 0.286], [-0.976, -1.047, 0.314], [0.356, -2.086, -0.492], [1.841, -0.046, -0.416], [-1.263, 2.049, 0.478]], "forces_ev_per_angstrom": [[0.11, -0.01, 0.06], [-0.10, -0.27, 0.01], [-0.01, -0.13, 0.08], [0.13, 0.37, 0.11], [-0.04, -0.21, -0.38], [0.17, 0.01, 0.27], [-0.28, 0.16, -0.17], [0.02, 0.08, 0.02]], "smiles": "C=COO", "homo_energy_ev": -9.02, "e_tot_ha": -228.95025, "de_lowest_kj_mol": 410.4, "lumo_ev": 0.908, "spin_multiplicity": 1}



Entry 3:
{"formula": "C2H4O2", "method": "ωB97M-V with the def2-TZVPD basis set", "species": ["O", "C", "C", "O", "H", "H", "H", "H"], "positions_angstrom": [[0.601, 1.529, -0.524], [0.619, 0.324, -0.659], [-0.236, -0.561, 0.232], [-1.052, 0.190, 1.073], [1.274, -0.196, -1.417], [-0.846, -1.246, -0.390], [0.497, -1.166, 0.806], [-0.857, 1.125, 0.878]], "forces_ev_per_angstrom": [[0.11, -0.79, -0.28], [-0.08, 0.22, -0.02], [0.37, -0.09, -0.33], [0.02, 0.31, 0.02], [-0.39, 0.42, 0.49], [0.33, 0.17, 0.16], [-0.34, 0.01, -0.13], [-0.03, -0.25, 0.10]], "smiles": "O=CCO", "homo_energy_ev": -10.59, "e_tot_ha": -229.06099, "de_lowest_kj_mol": 119.7, "lumo_ev": 0.934, "spin_multiplicity": 1}



Entry 4:
{"formula": "C2H4O2", "method": "ωB97M-V with the def2-TZVPD basis set", "species": ["O", "C", "O", "C", "H", "H", "H", "H"], "positions_angstrom": [[0.692, -1.118, 0.089], [0.158, -0.051, -0.030], [0.112, 0.640, -1.194], [-0.858, 0.383, 1.115], [0.824, 0.173, -1.641], [-0.369, 0.242, 2.198], [-0.873, 1.458, 0.992], [-1.819, -0.036, 0.773]], "forces_ev_per_angstrom": [[1.11, -0.99, 0.50], [-3.32, 2.28, -0.90], [0.78, -1.46, 3.00], [2.22, 0.16, 1.24], [0.45, 0.28, -1.83], [-1.60, -0.47, -2.48], [-0.05, 0.47, -0.29], [0.40, -0.28, 0.76]], "homo_energy_ev": [-19.77, -19.75], "e_tot_ha": -228.68896, "s2": 0.7562, "de_lowest_kj_mol": 79.5, "lumo_ev": [-5.619, -10.697], "total_charge": 1, "spin_multiplicity": 2}



Entry 5:
{"formula": "C2H4O2S", "method": "ωB97M-V with the def2-TZVPD basis set", "species": ["C", "C", "O", "O", "S", "H", "H", "H", "H"], "positions_angstrom": [[-0.894, 1.338, 1.895], [0.721, -1.529, -1.893], [-1.627, 0.789, 1.128], [0.943, 0.502, -0.413], [0.072, -0.640, -0.691], [-1.239, 1.698, 2.882], [0.170, 1.509, 1.675], [1.637, -1.247, -2.379], [0.216, -2.421, -2.205]], "forces_ev_per_angstrom": [[0.37, 0.33, 0.57], [-0.75, 0.52, 0.99], [-0.40, -0.16, -0.22], [0.01, 0.58, 0.46], [0.93, -1.13, -1.55], [-0.15, -0.01, -0.02], [0.06, -0.03, -0.18], [0.24, 0.17, -0.03], [-0.31, -0.27, -0.03]], "homo_energy_ev": -9.66, "e_tot_ha": -627.18696, "de_lowest_kj_mol": 255.1, "lumo_ev": -0.033, "spin_multiplicity": 1}



Entry 6:
{"formula": "C2H4O2S", "method": "ωB97M-V with the def2-TZVPD basis set", "species": ["O", "S", "O", "C", "C", "H", "H", "H", "H"], "positions_angstrom": [[-1.722, 1.262, 0.074], [-0.993, 0.053, -0.004], [-1.727, -1.203, -0.094], [0.548, -0.014, -0.865], [0.628, 0.055, 0.861], [0.938, 0.727, -1.564], [0.580, -0.999, -1.093], [0.790, -0.864, 1.384], [0.959, 0.983, 1.301]], "forces_ev_per_angstrom": [[-0.51, 1.49, -0.09], [1.59, -1.37, 0.37], [1.02, 0.85, 0.34], [-1.13, 2.23, 2.86], [-2.18, 0.11, -2.72], [-0.04, -0.07, 0.59], [0.78, -2.90, -1.27], [0.62, -0.40, -0.03], [-0.15, 0.05, -0.05]], "smiles": "O=S1(=O)CC1", "homo_energy_ev": -10.32, "e_tot_ha": -627.17160, "de_lowest_kj_mol": 295.5, "lumo_ev": 0.713, "spin_multiplicity": 1}



Entry 7:
{"formula": "C2H4O2S", "method": "ωB97M-V with the def2-TZVPD basis set", "species": ["O", "C", "S", "C", "O", "H", "H", "H", "H"], "positions_angstrom": [[1.467, 1.627, -0.290], [0.892, 0.612, -0.167], [1.854, -0.886, -0.114], [-0.580, 0.507, 0.094], [-1.052, -0.760, -0.465], [0.950, -1.863, -0.061], [-0.737, 0.528, 1.197], [-1.120, 1.296, -0.442], [-1.674, -1.060, 0.247]], "forces_ev_per_angstrom": [[0.94, 2.10, -0.34], [-0.59, -1.81, 0.57], [0.80, -0.16, -0.07], [-0.82, -1.16, -0.66], [-0.94, 0.50, 2.18], [-0.40, 0.19, -0.03], [0.07, 0.24, -0.76], [0.29, 0.19, 0.46], [0.64, -0.08, -1.35]], "smiles": "O=C(S)CO", "homo_energy_ev": -9.95, "e_tot_ha": -627.25156, "de_lowest_kj_mol": 85.5, "lumo_ev": 0.360, "spin_multiplicity": 1}



Entry 8:
{"formula": "C2H4O2S", "method": "ωB97M-V with the def2-TZVPD basis set", "species": ["C", "S", "C", "O", "O", "H", "H", "H", "H"], "positions_angstrom": [[-1.950, 0.035, 0.022], [-0.272, -0.737, -0.089], [1.488, 0.198, 0.121], [1.711, 1.316, 0.453], [2.320, -0.809, -0.218], [-2.085, 0.699, 0.983], [-2.432, -0.917, -0.183], [-2.050, 0.789, -0.678], [3.270, -0.573, -0.411]], "forces_ev_per_angstrom": [[2.19, 1.44, 3.04], [2.01, -0.12, 0.03], [-1.96, -0.44, -0.26], [0.15, -0.63, -0.27], [0.59, 0.34, -0.22], [-0.19, -2.30, -1.21], [-0.90, 0.50, 0.46], [-0.44, 0.88, -2.16], [-1.45, 0.32, 0.59]], "smiles": "CSC(=O)O", "homo_energy_ev": -9.15, "e_tot_ha": -627.23249, "de_lowest_kj_mol": 135.6, "lumo_ev": 0.407, "spin_multiplicity": 1}